1.
A molecular structure, C33H29BCo2F6O8. Source: the Open Molecules 2025 dataset; level of theory: ωB97M-V/def2-TZVPD.

Atoms and positions in Å:
C1 -1.150 4.033 -3.359
C2 -0.150 2.890 -3.340
C3 0.892 3.125 -4.438
O1 0.510 2.881 -2.092
B1 0.799 1.480 -1.816
C4 2.400 1.220 -2.105
C5 2.821 -0.006 -2.592
C6 4.145 -0.162 -3.004
C7 4.567 -1.503 -3.543
F1 5.798 -1.465 -4.130
F2 4.619 -2.452 -2.552
F3 3.679 -1.962 -4.485
C8 5.057 0.879 -2.930
C9 4.611 2.095 -2.431
C10 5.563 3.255 -2.336
F4 4.919 4.450 -2.522
F5 6.166 3.314 -1.105
F6 6.559 3.181 -3.268
C11 3.296 2.272 -2.008
C12 0.449 1.211 -0.182
C13 0.235 -0.204 0.077
C14 -0.957 -0.895 0.049
C15 -0.888 -2.360 -0.265
O2 0.090 0.606 -2.717
C16 -0.814 1.412 -3.437
C17 -2.175 1.339 -2.744
C18 -0.956 0.882 -4.847
H1 -1.678 4.061 -4.319
H2 -1.880 3.934 -2.551
H3 -0.611 4.979 -3.242
H4 0.393 3.333 -5.394
H5 1.505 3.995 -4.166
H6 1.556 2.255 -4.558
H7 2.137 -0.848 -2.664
H8 6.079 0.750 -3.262
H9 2.985 3.235 -1.610
H10 1.353 1.573 0.337
H11 -0.394 1.865 0.089
H12 1.150 -0.806 0.185
H13 -1.899 -0.379 -0.161
H14 -1.865 -2.858 -0.230
H15 -0.497 -2.513 -1.287
H16 -0.231 -2.879 0.451
H17 -2.938 1.859 -3.337
H18 -2.476 0.286 -2.663
H19 -2.152 1.779 -1.736
H20 -1.650 1.521 -5.402
H21 0.010 0.860 -5.359
H22 -1.367 -0.132 -4.811
O3 -2.040 1.959 1.584
C19 -1.893 0.884 2.026
Co1 -1.082 -0.655 2.809
C20 0.422 -1.592 2.771
O4 1.388 -2.223 2.820
C21 -0.411 0.423 3.986
O5 0.087 1.165 4.723
C22 -2.140 -1.917 3.858
C23 -1.758 -2.286 5.218
C24 -0.846 -3.330 5.477
C25 -0.437 -3.612 6.779
C26 -0.904 -2.833 7.847
C27 -1.826 -1.805 7.604
C28 -2.231 -1.520 6.298
C29 -3.115 -1.248 3.127
C30 -3.598 0.029 2.826
Co2 -2.901 -2.872 2.445
C31 -4.401 -3.759 2.637
O6 -5.440 -4.262 2.730
C32 -1.784 -4.282 2.364
O7 -1.123 -5.231 2.292
C33 -3.629 -2.229 0.958
O8 -4.176 -1.805 0.022
H23 -0.426 -3.882 4.632
H24 0.275 -4.425 6.946
H25 -0.555 -3.027 8.866
H26 -2.221 -1.207 8.425
H27 -2.887 -0.675 6.091
H28 -4.276 0.119 1.972
H29 -3.688 0.715 3.682

Output
HOMO energy   -7.84 eV
Energy above the lowest of the compared OMol25 structures with the same formula, charge and spin   41.13 kJ/mol
Gap between HOMO and LUMO   0.188 hartree
Strongest force on any atom   4.11 eV Å⁻¹

2.
A molecular structure, C33H29BF6FeO3S. Source: the Open Molecules 2025 dataset; level of theory: ωB97M-V/def2-TZVPD.

Atoms and positions in Å:
C1 -4.346 0.547 -1.745
C2 -2.986 0.094 -2.086
C3 -2.570 -1.162 -2.528
C4 -1.184 -1.209 -2.791
C5 -0.522 -0.048 -2.393
B1 -3.612 -0.027 1.612
C6 0.780 0.301 -3.020
C7 1.172 1.646 -3.234
C8 2.436 1.967 -3.739
C9 2.919 3.395 -3.875
F1 3.928 3.531 -4.796
F2 1.926 4.261 -4.222
F3 3.439 3.836 -2.669
C10 3.349 0.967 -4.061
C11 3.000 -0.346 -3.797
C12 4.067 -1.412 -3.899
F4 4.102 -2.206 -2.780
F5 3.862 -2.245 -4.963
F6 5.318 -0.875 -4.044
C13 1.697 -0.688 -3.407
O1 -4.163 1.218 1.525
C14 -5.579 0.994 1.901
C15 -5.715 -0.516 2.135
O2 -4.427 -1.117 1.736
S1 -1.681 1.228 -2.097
H1 -5.017 -0.326 -1.727
H2 -4.392 1.115 -0.807
H3 -4.691 1.260 -2.513
H4 -3.274 -1.966 -2.704
H5 -0.667 -2.018 -3.285
H6 0.465 2.464 -3.055
H7 4.349 1.234 -4.385
H8 1.424 -1.741 -3.393
H9 -5.767 1.569 2.816
H10 -6.222 1.336 1.078
H11 -5.865 -0.741 3.200
H12 -6.485 -0.997 1.517
C16 4.666 1.158 -0.828
O3 3.869 -0.036 -0.986
C17 2.600 -0.010 -0.512
C18 2.022 -1.302 -0.363
C19 0.672 -1.382 -0.172
C20 -0.049 -0.183 0.041
C21 -1.279 -0.211 0.740
C22 -1.154 0.208 2.184
C23 -1.964 -0.069 3.387
C24 -1.319 0.527 4.543
C25 -0.074 1.129 4.114
C26 0.044 0.913 2.697
Fe1 -0.145 -0.797 3.658
C27 1.463 -1.815 3.146
C28 0.259 -2.570 2.874
C29 -0.490 -2.688 4.104
C30 0.273 -2.032 5.152
C31 1.479 -1.492 4.557
C32 0.525 1.103 -0.213
C33 1.886 1.204 -0.333
H13 5.669 0.817 -1.086
H14 4.341 1.951 -1.520
H15 4.603 1.524 0.209
H16 2.669 -2.176 -0.465
H17 0.131 -2.329 -0.114
H18 -2.074 -0.931 0.464
H19 -2.883 -0.659 3.508
H20 -1.708 0.535 5.564
H21 0.629 1.687 4.728
H22 0.835 1.327 2.079
H23 2.235 -1.582 2.424
H24 -0.024 -3.009 1.929
H25 -1.405 -3.256 4.234
H26 0.026 -2.053 6.209
H27 2.288 -1.004 5.091
H28 -0.090 2.006 -0.145
H29 2.405 2.168 -0.404

Output
HOMO energy (alpha / beta)   -5.36 / -7.16 eV
Multiplicity   5
Energy above the lowest of the compared OMol25 structures with the same formula, charge and spin   182.24 kJ/mol
Gap between HOMO and LUMO (alpha / beta)   0.197 / 0.248 hartree
<S²>   6.065
Strongest force on any atom   4.16 eV Å⁻¹

3.
A molecular structure, C33H29Br2CsN11O3S2. Source: the Open Molecules 2025 dataset; level of theory: ωB97M-V/def2-TZVPD.

Atoms and positions in Å:
Cs1 -0.360 0.437 -1.181
C1 3.942 -0.025 3.097
C2 2.924 -0.463 2.080
N1 2.920 -0.136 0.848
N2 3.869 0.765 0.417
C3 4.071 0.940 -0.916
N3 4.613 2.166 -1.208
S1 3.796 -0.230 -2.039
C4 1.752 -1.269 2.538
C5 1.927 -2.455 3.242
C6 0.809 -3.112 3.724
C7 -0.441 -2.560 3.496
C8 -0.515 -1.379 2.773
N4 0.553 -0.738 2.302
H1 4.951 -0.090 2.685
H2 3.883 -0.641 3.991
H3 3.765 1.012 3.404
H4 4.262 1.435 1.061
H5 4.359 2.948 -0.625
H6 4.676 2.360 -2.194
H7 2.919 -2.858 3.401
H8 0.913 -4.036 4.280
H9 -1.341 -3.036 3.862
H10 -1.473 -0.912 2.570
C9 -4.585 0.252 0.217
C10 -4.106 1.607 0.671
C11 -4.993 2.498 1.322
C12 -4.558 3.736 1.679
C13 -3.221 4.124 1.417
C14 -2.675 5.388 1.748
Br1 -3.767 6.743 2.526
C15 -1.353 5.655 1.535
C16 -0.523 4.684 0.968
Br2 1.323 5.092 0.753
C17 -0.968 3.420 0.528
O1 -0.243 2.565 -0.042
C18 -2.390 3.162 0.798
N5 -2.862 1.932 0.431
H11 -5.341 0.354 -0.565
H12 -5.045 -0.301 1.040
H13 -3.759 -0.336 -0.179
H14 -6.008 2.184 1.534
H15 -5.220 4.430 2.180
H16 -0.943 6.616 1.813
O2 -0.224 -1.243 -2.902
N6 -0.999 -0.600 -3.645
C19 -1.171 -1.051 -4.885
C20 -2.086 -0.350 -5.744
N7 -2.833 0.168 -6.451
C21 -0.527 -2.242 -5.366
N8 -0.016 -3.206 -5.735
C22 -1.799 -4.198 -2.305
C23 -3.046 -3.386 -2.056
N9 -3.520 -2.726 -3.147
O3 -3.620 -3.335 -0.979
H17 -1.959 -4.900 -3.126
H18 -1.536 -4.737 -1.398
H19 -0.977 -3.532 -2.584
H20 -2.976 -2.670 -3.992
H21 -4.272 -2.071 -3.022
S2 -2.188 -6.897 1.882
C24 -1.519 -5.284 1.525
C25 -0.204 -5.163 1.091
C26 0.274 -3.896 0.797
N10 -0.463 -2.792 0.914
C27 -1.717 -2.924 1.337
C28 -2.288 -4.142 1.663
C29 -3.582 -6.835 0.771
C30 -4.858 -6.569 1.238
C31 -5.902 -6.529 0.324
N11 -5.751 -6.743 -0.981
C32 -4.515 -6.995 -1.416
C33 -3.406 -7.053 -0.588
H22 0.418 -6.039 0.958
H23 1.287 -3.758 0.434
H24 -2.300 -2.012 1.415
H25 -3.322 -4.196 1.973
H26 -5.036 -6.399 2.292
H27 -6.911 -6.315 0.659
H28 -4.410 -7.165 -2.482
H29 -2.423 -7.260 -0.991

Output
HOMO energy   -4.57 eV
Energy above the lowest of the compared OMol25 structures with the same formula, charge and spin   366.99 kJ/mol
Net charge   -1
Gap between HOMO and LUMO   0.232 hartree
Strongest force on any atom   3.26 eV Å⁻¹